ORCA calculation (ωB97M-V/def2-TZVPD) on C7H6Cl2HoN2O3SSc as an isolated structure.

Structure (XYZ):
```
23
Properties=species:S:1:pos:R:3:mulliken_charge:R:1
Ho 0.45012 0.04788 -5.39921 1.62
Sc -0.38660 0.83686 -1.23619 0.99
Cl -0.80300 1.96289 -4.52666 -0.36
Cl 1.07888 -0.31264 -2.83443 -0.24
C -0.58139 -0.75191 0.09060 0.43
C 0.12968 0.90919 -7.69055 0.19
C 0.49563 -0.95283 -7.74903 0.06
O -0.76189 -1.39598 1.04936 0.02
O -0.23677 1.68869 -8.51061 0.06
O 0.49719 -1.42936 -8.83124 0.05
C 1.63302 -0.17202 3.15301 -0.81
N 0.45306 0.70331 3.24907 0.16
C -0.31685 0.80279 4.41020 -0.06
C -1.36318 1.62212 4.13014 -0.50
N -1.16060 2.09780 2.83626 0.00
C -0.06083 1.49238 2.28309 0.32
S 0.73012 1.73991 0.70789 -0.10
H 1.33914 -1.19057 2.86838 0.33
H 2.30125 0.25461 2.40363 0.36
H 2.11229 -0.19037 4.14576 0.35
H -0.04413 0.20241 5.25875 0.49
H -2.22751 1.88187 4.72840 0.43
H -1.68563 2.83497 2.39366 0.22
```

Calculated values
* LUMO energy (spin up / spin down): -15.65 / -15.64 eV
* gap between HOMO and LUMO (spin up / spin down): 0.206 / 0.207 hartree
* ⟨S²⟩: 6.004
* spin multiplicity: 5
* net charge: +4
* relative energy (zero: lowest compared OMol25 entry of this formula, charge and spin): 0.000 eV

ORCA calculation (ωB97M-V/def2-TZVPD) on a single C16H15NO2S molecule.

Structure (XYZ):
```
35
Properties=species:S:1:pos:R:3:mulliken_charge:R:1
C -5.34934 2.18549 -0.32372 -0.80
O -5.16900 0.74796 -0.19602 -0.45
C -3.88149 0.28007 -0.16707 0.76
C -3.72547 -1.08280 0.20351 -0.66
C -2.42764 -1.61845 0.33610 -0.59
C -1.31552 -0.90709 -0.10586 -0.40
C 0.00923 -1.72812 -0.18476 0.83
N 0.14676 -2.45217 1.15262 -0.47
C 0.54513 -3.54471 1.53519 0.44
S 0.85987 -4.83482 2.38138 -0.38
C 1.25949 -0.90153 -0.13655 -0.22
C 2.41798 -1.68722 -0.26301 -0.64
C 3.63463 -1.07934 -0.36737 -0.56
C 3.74172 0.31486 -0.16868 0.92
O 4.99399 0.81019 -0.40559 -0.44
C 5.21779 2.22600 -0.25475 -0.81
C 2.61246 1.05097 0.25329 -0.50
C 1.38912 0.39941 0.42159 -0.98
C -1.46112 0.47597 -0.39274 -0.49
C -2.74851 1.05166 -0.49453 -0.55
H -6.42320 2.34394 -0.22552 0.25
H -4.82819 2.72186 0.47879 0.35
H -5.01877 2.54480 -1.30633 0.31
H -4.60901 -1.68198 0.38225 0.40
H -2.32026 -2.65919 0.70370 0.33
H -0.05251 -2.51569 -0.94228 0.49
H 2.32792 -2.78424 -0.40016 0.34
H 4.50963 -1.64765 -0.63962 0.42
H 6.29116 2.34986 -0.40024 0.24
H 4.68092 2.80289 -1.01604 0.33
H 4.93599 2.55353 0.75328 0.33
H 2.70149 2.11692 0.44647 0.33
H 0.54690 0.94953 0.87849 0.86
H -0.63066 1.11424 -0.68273 0.70
H -2.86150 2.08484 -0.85307 0.30
```

Calculated values
* LUMO energy: 0.44 eV
* gap between HOMO and LUMO: 0.316 hartree
* SMILES: COc1ccc(C(N=C=S)c2ccc(OC)cc2)cc1
* relative energy (zero: lowest compared OMol25 entry of this formula, charge and spin): 3.335 eV

ORCA calculation (ωB97M-V/def2-TZVPD) on a 2-piece molecular cluster, CH4ClN2O overall.

Structure (XYZ):
```
9
Properties=species:S:1:pos:R:3:mulliken_charge:R:1
C -1.28909 -0.13634 -0.65238 0.58
N -0.69182 -1.24239 -0.31523 0.16
N 1.01912 1.05288 0.58635 -0.59
O 0.19838 -1.47645 0.50782 -0.43
Cl -1.84023 0.78888 -1.76659 0.12
H -0.94573 -2.18974 -0.70343 0.33
H 1.31725 0.15717 0.93410 0.32
H 0.56509 1.51230 1.39014 0.27
H 1.66702 1.53369 0.01921 0.24
```

Calculated values
* LUMO energy (spin up / spin down): -7.53 / -7.90 eV
* gap between HOMO and LUMO (spin up / spin down): 0.275 / 0.247 hartree
* net charge: +1
* relative energy (zero: lowest compared OMol25 entry of this formula, charge and spin): 5.710 eV

ORCA calculation (ωB97M-V/def2-TZVPD) on a single C2H3N3O3 molecule.

Structure (XYZ):
```
11
Properties=species:S:1:pos:R:3:mulliken_charge:R:1
O -1.86539 1.19305 -0.73193 -0.41
N -1.09763 0.30838 -1.38459 -0.25
C -0.21281 -0.40444 -0.40269 0.61
N 1.05067 -0.31290 -0.73100 -0.44
O 1.79084 -1.06040 0.30349 -0.24
C 1.53054 -0.39036 1.41786 0.17
N 0.41071 -0.05583 1.69813 -0.32
O -0.68730 -0.58722 0.85026 -0.17
H -2.77412 0.90137 -0.84170 0.34
H -0.54791 0.79904 -2.19350 0.31
H 2.40240 -0.39071 2.01568 0.39
```

Calculated values
* LUMO energy: 0.48 eV
* gap between HOMO and LUMO: 0.379 hartree
* SMILES: ONC1=NOC=NO1
* relative energy (zero: lowest compared OMol25 entry of this formula, charge and spin): 5.427 eV

ORCA calculation (ωB97M-V/def2-TZVPD) on a 2-piece molecular cluster, C6H11NO2 overall.

Structure (XYZ):
```
20
Properties=species:S:1:pos:R:3:mulliken_charge:R:1
C -1.38538 -0.12348 1.46249 -1.19
C -0.01086 0.27207 1.05048 -0.32
C 0.97334 -0.63324 0.72008 0.53
N 2.34039 -0.33464 0.78565 -0.66
O 0.69194 -1.97714 0.85751 -0.47
H -1.58238 -1.16892 1.24230 0.32
H -1.49609 0.02167 2.53934 0.34
H -2.13178 0.47911 0.94115 0.31
H 0.27844 1.30335 1.18994 0.34
H 2.80956 -0.52028 -0.09880 0.27
H 2.53305 0.60992 1.08786 0.25
H 1.52361 -2.45752 0.76812 0.34
C -1.73817 0.93349 -1.63024 -0.96
C -0.43387 1.03686 -1.36490 -0.14
C 0.52048 -0.14528 -1.42225 0.45
O 1.67878 0.02268 -1.80698 -0.64
H -2.22135 -0.02988 -1.70688 0.31
H -2.37374 1.80051 -1.72597 0.29
H 0.05067 2.00416 -1.32543 0.33
H -0.02664 -1.09343 -1.56346 0.30
```

Calculated values
* LUMO energy: 0.78 eV
* gap between HOMO and LUMO: 0.332 hartree
* SMILES: C/C=C(/N)O.C=CC=O
* relative energy (zero: lowest compared OMol25 entry of this formula, charge and spin): 3.205 eV

ORCA calculation (ωB97M-V/def2-TZVPD) on C14H24BrHgN5O6 as an isolated structure.

Structure (XYZ):
```
51
Properties=species:S:1:pos:R:3:mulliken_charge:R:1
O 0.85502 -2.27268 -3.35762 -0.63
H 0.90289 -2.97378 -4.03236 0.28
Hg -0.14533 -1.03694 -0.47660 2.13
N 0.44498 0.65597 -1.91938 0.48
N 2.11516 -0.15471 -0.18740 0.68
N -2.28358 -1.07321 0.35269 0.60
N -0.10988 -0.90396 1.83554 0.12
O -0.35792 1.51599 -2.30786 -0.50
O -3.32457 -0.95003 -0.38888 -0.93
O 0.92192 -0.48837 2.58006 -0.57
O 2.85054 -0.26323 0.86177 -0.63
C 2.68980 0.31014 -1.32155 -0.12
C 1.76223 0.71205 -2.31233 0.50
C -2.44061 -1.21742 1.68512 0.11
C -1.24264 -1.12719 2.48370 0.38
C 2.09591 1.20453 -3.66405 -1.43
H 1.92831 0.40975 -4.41001 0.26
H 3.14870 1.49842 -3.72395 0.41
H 1.44686 2.05578 -3.90851 0.34
C 4.15833 0.49789 -1.38991 -1.51
H 4.67337 -0.45313 -1.19949 0.30
H 4.48305 1.21877 -0.62566 0.30
H 4.46544 0.86753 -2.37189 0.43
C -3.78807 -1.34290 2.28966 -1.65
C -1.27297 -1.16808 3.96613 -1.56
H -4.51821 -1.63309 1.53249 0.40
H -4.12267 -0.39288 2.72676 0.28
H -3.77258 -2.09369 3.08563 0.38
H -0.27775 -0.91957 4.34570 0.40
H -1.56081 -2.17061 4.30452 0.31
H -2.01367 -0.45571 4.34343 0.32
H -2.47944 -1.33007 -1.80474 0.23
H 1.69019 -0.40340 1.88368 0.30
C 0.74176 -3.00187 -0.56433 -1.34
H 0.85568 -3.24055 -1.62337 0.31
H 0.04804 -3.67545 -0.04604 0.33
H 1.71795 -2.97985 -0.06599 0.33
O -1.74649 -1.71912 -2.37676 -0.72
H -0.10156 -2.08004 -3.25223 0.34
H -2.01247 -2.65026 -2.48191 0.29
Br 1.79769 4.40530 2.49161 -0.20
C 0.38589 3.48708 1.61828 -0.71
C -0.86291 4.08781 1.43400 0.01
C -1.85114 3.36913 0.75703 -1.14
C -1.53427 2.09719 0.26722 -0.05
N -0.34389 1.54278 0.45060 0.33
C 0.59510 2.18313 1.13542 -0.02
H -1.03294 5.08817 1.81785 0.44
H -2.85255 3.74803 0.57379 0.42
H -2.27499 1.52409 -0.28739 0.44
H 1.54914 1.69226 1.27751 0.52
```

Calculated values
* LUMO energy (spin up / spin down): -2.52 / -2.89 eV
* gap between HOMO and LUMO (spin up / spin down): 0.165 / 0.151 hartree

Result set for molar mass: 479.0, 285.4, 95.5, 117.1, 129.2, 638.9 g mol⁻¹, one per record in the order listed.
Result set for largest force on an atom: 11.23, 3.25, 3.16, 7.02, 3.58, 3.56 eV Å⁻¹, one per record in the order listed.